# C2H7S3

2 unconnected molecules or ions with the total composition C2H7S3 in a non-equilibrium geometry (the ωB97M-V functional and the def2-TZVPD basis, the OMol25 dataset).

Calculated values
Energy relative to the best compared isomer or geometry (same formula, charge and spin) (kcal per mole): 11.3
Molecular weight (g/mol): 127.279
HOMO-LUMO gap (eV): 5.84
Charge: -1

Each line ends with the Mulliken charge.
Geometry (Å):
S (0.32952, -1.54256, 1.38045)  -0.1806
S (0.50778, 2.90665, 0.51934)  -0.2468
S (-1.03990, -0.20086, 2.20073)  -0.6640
C (0.72428, 2.16920, -1.14648)  -0.7691
C (-0.67735, -2.64980, 0.24873)  -0.7191
H (-0.21550, 1.91129, -1.61645)  0.2589
H (0.01024, 1.73205, 1.01982)  0.0924
H (-0.20934, -2.53859, -0.72457)  0.1979
H (-1.71776, -2.39141, 0.37968)  0.2696
H (1.44309, 1.35460, -1.09214)  0.2695
H (-0.40924, -3.64023, 0.61092)  0.2072
H (1.25418, 2.88968, -1.78003)  0.2842

# C2H8

2 unconnected molecules or ions with the total composition C2H8 in a non-equilibrium geometry (the ωB97M-V functional and the def2-TZVPD basis, the OMol25 dataset).

Calculated values
Energy relative to the best compared isomer or geometry (same formula, charge and spin) (kcal per mole): 20.8
Molecular weight (g/mol): 32.086
HOMO-LUMO gap (eV): 12.51

Each line ends with the Mulliken charge.
Geometry (Å):
C (6.35221, -3.07560, 6.55760)  -1.0166
C (7.63541, -3.83131, 3.97521)  -0.5680
H (6.26789, -2.27353, 7.30565)  0.3065
H (8.43689, -3.10841, 3.76294)  0.2658
H (6.46578, -4.04282, 7.06904)  0.2358
H (7.23034, -2.89209, 5.92104)  0.2638
H (7.14587, -3.56706, 4.92417)  -0.1988
H (5.44514, -3.09371, 5.93559)  0.2118
H (8.06406, -4.84139, 4.05257)  0.2412
H (6.89546, -3.80776, 3.16162)  0.2585

# C2H8

2 unconnected molecules or ions with the total composition C2H8 (the ωB97M-V functional and the def2-TZVPD basis, the OMol25 dataset).

Calculated values
Energy relative to the best compared isomer or geometry (same formula, charge and spin) (kcal per mole): 0.1
Molecular weight (g/mol): 32.086
HOMO-LUMO gap (eV): 14.33

Each line ends with the Mulliken charge.
Geometry (Å):
C (-0.87953, 2.14213, -0.27466)  -0.8909
C (0.87966, -2.14213, 0.27440)  -0.8519
H (0.09322, -1.40855, 0.04336)  0.1635
H (-0.57038, 3.19752, -0.25032)  0.2555
H (-1.14124, 1.81320, 0.74185)  0.2176
H (-1.75447, 2.03114, -0.93206)  0.2267
H (0.41865, -3.06906, 0.64628)  0.2474
H (1.45788, -2.35915, -0.63585)  0.2225
H (-0.05264, 1.52603, -0.65764)  0.1906
H (1.54887, -1.73113, 1.04463)  0.2189

# C2H8BNO

C2H8BNO in the gas phase in a non-equilibrium geometry (the ωB97M-V functional and the def2-TZVPD basis, the OMol25 dataset).

Calculated values
Energy relative to the best compared isomer or geometry (same formula, charge and spin) (kcal per mole): 36.7
Molecular weight (g/mol): 72.904
HOMO-LUMO gap (eV): 8.72

Each line ends with the Mulliken charge.
Geometry (Å):
O (0.50356, 1.51716, -0.12773)  -0.4684
N (-0.92006, -0.67631, -0.32115)  -0.4864
C (1.95222, -0.56060, 0.17704)  -0.8828
C (-2.08343, 0.18474, -0.08865)  -0.6719
B (0.64469, 0.24686, 0.00998)  0.3225
H (1.33630, 1.99985, -0.39074)  0.3215
H (2.52481, -0.32313, 1.06984)  0.3346
H (-2.61322, 0.05199, 0.79735)  0.2887
H (2.68352, -0.56084, -0.66847)  0.3337
H (-1.75424, 1.27409, -0.18890)  0.1763
H (-2.96602, -0.02346, -0.73798)  0.2698
H (-1.01449, -1.51096, 0.18148)  0.2118
H (1.70636, -1.61939, 0.28793)  0.2506

# C2H8BNO2

C2H8BNO2 in the gas phase in a non-equilibrium geometry (the ωB97M-V functional and the def2-TZVPD basis, the OMol25 dataset).

Calculated values
Energy relative to the best compared isomer or geometry (same formula, charge and spin) (kcal per mole): 79.7
Molecular weight (g/mol): 88.903
HOMO-LUMO gap (eV): 8.76

Each line ends with the Mulliken charge.
Geometry (Å):
O (0.51863, 0.25185, 1.76398)  -0.4355
O (-1.05390, -1.15324, 0.52939)  -0.3610
N (-0.92945, -2.04814, 1.56832)  -0.4425
C (0.99860, 0.79720, -1.57291)  -1.1650
C (-0.23010, 1.10453, -0.74213)  -0.1544
B (-0.15413, 0.31770, 0.60509)  0.3338
H (-1.75256, -2.10707, 2.14961)  0.1923
H (-1.09305, 0.62025, -1.28328)  0.1868
H (0.88930, 1.04924, 2.07906)  0.3146
H (-0.35457, 2.18104, -0.78679)  0.3465
H (1.28186, -0.21539, -1.38494)  0.3556
H (2.01577, 1.26602, -1.39723)  0.3021
H (-0.96674, -3.00907, 1.13430)  0.2336
H (0.83032, 0.94508, -2.66246)  0.2932

# C2H8BeN2Se2Te2

A molecular structure, C2H8BeN2Se2Te2 (the ωB97M-V functional and the def2-TZVPD basis, the OMol25 dataset).

Calculated values
Molecular weight (g/mol): 482.232
HOMO-LUMO gap (eV): 6.70

Each line ends with the Mulliken charge.
Geometry (Å):
Te (-1.10707, -3.63606, -0.33831)  -0.1230
Te (1.11833, -3.70916, -1.86901)  -0.0033
Se (-2.01957, -1.46646, -1.24211)  -0.4313
Se (1.96373, -1.42876, -1.25691)  -0.4280
N (0.02443, 1.09834, -1.05441)  -0.3020
N (-0.04197, -0.48346, 1.06479)  -0.2253
C (0.35093, 0.90464, 1.29989)  -0.6566
C (-0.32077, 1.73214, 0.21459)  -0.5786
Be (-0.03947, -0.70366, -0.75731)  0.2158
H (1.43613, 0.97484, 1.19679)  0.3490
H (-0.97717, -0.64216, 1.43619)  0.2838
H (0.58443, -1.11806, 1.55449)  0.2860
H (0.97363, 1.34144, -1.32791)  0.2535
H (-0.58457, 1.42044, -1.80101)  0.2891
H (0.05923, 1.25774, 2.29169)  0.3641
H (-0.01547, 2.78184, 0.25449)  0.3583
H (-1.40477, 1.67644, 0.33409)  0.3485

# C2H8BrNP

2 unconnected molecules or ions with the total composition C2H8BrNP in a non-equilibrium geometry (the ωB97M-V functional and the def2-TZVPD basis, the OMol25 dataset).

Calculated values
Energy relative to the best compared isomer or geometry (same formula, charge and spin) (kcal per mole): 39.8
Molecular weight (g/mol): 156.971
HOMO-LUMO gap (eV): 9.33
Charge: +1

Each line ends with the Mulliken charge.
Geometry (Å):
Br (-2.47597, -0.66780, 0.19729)  -0.1575
P (-1.83219, 1.38827, -0.27173)  0.0883
N (0.73109, -1.49739, -0.06810)  -0.1915
C (-0.11452, 1.33823, 0.47117)  -0.7067
C (0.98215, -0.13964, -0.61887)  -0.8543
H (0.94863, -1.72137, 0.95944)  0.3781
H (0.18495, 1.15445, 1.46184)  0.4979
H (1.23414, -2.22133, -0.54563)  0.3678
H (1.90668, 0.25197, -0.30890)  0.4141
H (0.77097, 0.06411, -1.66902)  0.4065
H (0.38974, 2.15145, -0.01035)  0.3944
H (-0.13626, -1.86469, -0.41091)  0.2471
H (-2.58941, 1.76374, 0.81377)  0.1158

# C2H8Cl2Si2

2 unconnected molecules or ions with the total composition C2H8Cl2Si2 in a non-equilibrium geometry (the ωB97M-V functional and the def2-TZVPD basis, the OMol25 dataset).

Calculated values
Energy relative to the best compared isomer or geometry (same formula, charge and spin) (kcal per mole): 66.5
Molecular weight (g/mol): 159.164
HOMO-LUMO gap (eV): 8.94

Each line ends with the Mulliken charge.
Geometry (Å):
Cl (-2.39373, 2.22825, 1.43234)  -0.2943
Cl (-2.22208, -0.83707, 1.64228)  -0.2606
Si (1.08971, 0.54608, 0.83143)  0.4986
Si (-1.23233, 0.65400, 0.67068)  0.5685
C (-1.79905, 0.56485, -1.13548)  -1.0307
C (2.14154, -1.51051, -0.23526)  -1.0126
H (1.84136, 1.66276, 0.39101)  -0.1303
H (1.64692, 0.37559, 2.09071)  -0.1714
H (1.20907, -2.02154, -0.12453)  0.3121
H (-2.81999, 1.04387, -1.44526)  0.2763
H (-1.89170, -0.44917, -1.51495)  0.3419
H (3.03700, -1.61514, 0.45365)  0.2761
H (-0.96231, 0.83693, -1.79239)  0.3229
H (2.35558, -1.47892, -1.26423)  0.3038

# C2H8Cl2Si2

2 unconnected molecules or ions with the total composition C2H8Cl2Si2 in a non-equilibrium geometry (the ωB97M-V functional and the def2-TZVPD basis, the OMol25 dataset).

Calculated values
Energy relative to the best compared isomer or geometry (same formula, charge and spin) (kcal per mole): 120.8
Molecular weight (g/mol): 159.164
HOMO-LUMO gap (alpha / beta) (eV): 5.21 / 7.73

Each line ends with the Mulliken charge.
Geometry (Å):
Cl (4.81196, 0.92421, 1.22111)  -0.2742
Cl (4.88127, -1.75340, -0.74435)  -0.2075
Si (0.10279, 0.40762, -0.91891)  0.1964
Si (4.29493, 0.18362, -0.72602)  0.3815
C (-0.34747, 0.91243, 0.91572)  -0.5799
C (-1.60857, 0.25402, 1.47047)  -0.9143
H (-0.34751, -1.02923, -1.23915)  -0.0265
H (-1.37184, 0.06046, 2.54279)  0.2838
H (0.45137, 1.24641, -1.95637)  -0.0452
H (-2.50748, 1.01235, 1.25664)  0.2548
H (-0.51943, 1.92861, 0.94466)  0.3837
H (-1.67896, -0.78396, 1.10286)  0.3075
H (0.49107, 0.70302, 1.67932)  0.3269
H (5.55294, 0.73751, -1.33942)  -0.0870

# C2H8Cl2Si2

2 unconnected molecules or ions with the total composition C2H8Cl2Si2 in a non-equilibrium geometry (the ωB97M-V functional and the def2-TZVPD basis, the OMol25 dataset).

Calculated values
Energy relative to the best compared isomer or geometry (same formula, charge and spin) (kcal per mole): 78.9
Molecular weight (g/mol): 159.164
HOMO-LUMO gap (eV): 8.25

Each line ends with the Mulliken charge.
Geometry (Å):
Cl (-0.87216, 2.66674, 0.65546)  -0.2372
Cl (-3.30253, 0.49128, -0.63463)  -0.1833
Si (0.97787, 2.60090, -0.31144)  0.1612
Si (-4.75120, -0.36386, 0.45679)  0.4657
C (1.06427, 0.74602, 0.01882)  -0.3916
C (2.06690, 0.03766, -0.94913)  -1.2122
H (-4.38896, -1.76404, 0.93152)  -0.0753
H (1.90489, -0.99418, -0.76064)  0.3378
H (0.00473, 0.36924, 0.02029)  0.2765
H (1.58516, 0.48810, 0.98042)  0.3140
H (-4.71872, 0.50153, 1.64593)  -0.1086
H (-5.84985, 0.10582, -0.33265)  -0.0971
H (1.83436, 0.14385, -2.04396)  0.3490
H (2.99202, 0.38366, -0.71758)  0.4010

Question: molecular weight of number 5 (C2H8BNO2)?
Answer: 88.903 g/mol

Question: molecular weight of number 9 (C2H8Cl2Si2)?
Answer: 159.164 g/mol

Question: Which of these has the highest molecular weight?
Answer: C2H8BeN2Se2Te2

Question: Which formula does entry 6 have?
Answer: C2H8BeN2Se2Te2